1.
A cluster of 7 separate species, C45H38FN3O12 in total, computed with wB97M-V/def2-TZVPD.

Calculated values
SMILES string: CC[C@@](C#N)(CN)[C@@H](C#N)[C@H](C)F.O=C1C=CC(=O)C=C1.O=C1C=CC(=O)C=C1.O=C1C=CC(=O)C=C1.O=C1C=CC(=O)C=C1.O=C1C=CC(=O)C=C1.O=C1C=CC(=O)C=C1
HOMO-LUMO gap: 8.1 eV
total charge: 0
DFT total energy: -2904.355191 Ha

CARTESIAN COORDINATES (ANGSTROEM)
F: -0.08923 3.06501 4.85368
O: -3.78855 -5.62382 -0.02887
O: -5.96286 -2.07671 0.51848
O: -2.76741 -0.13617 -6.49390
O: 6.92408 -7.21650 1.35654
O: -0.88322 1.57310 -1.69928
O: -1.95752 -4.49255 -4.86913
O: 3.11808 2.10732 2.86632
O: 1.93636 -1.47745 -0.84361
O: -0.82259 -1.22530 1.44183
O: 0.78018 1.03356 -6.68976
O: -1.44176 -4.88059 -8.43550
O: 5.76277 -2.34581 3.07517
N: -0.23897 4.63737 1.36889
N: 0.14775 5.55177 7.11605
N: 0.00622 8.40971 3.57263
C: -2.23513 3.67872 5.66707
C: 6.65880 -6.10239 1.75084
C: -1.74259 -3.79498 -7.99092
C: 0.81362 0.20057 -4.48960
C: 0.41887 1.17047 -5.53890
C: -0.76649 -2.67680 -7.94836
C: -3.11066 -3.52908 -7.47228
C: -0.57682 4.82259 2.44543
C: -3.44687 -2.33571 -6.99084
C: -0.48895 1.46475 -2.84297
C: 2.17024 4.79324 4.11658
C: -0.45709 2.30142 -5.14291
C: 3.50270 -0.69791 0.73080
C: 1.25034 0.41633 0.37159
C: -4.78905 -1.87568 0.74848
C: -2.37855 -4.75576 -3.76412
C: -2.79753 -0.47991 0.41910
C: -2.47386 -6.30882 -1.86284
C: 5.25358 -5.68206 1.98733
C: 4.96293 -4.45831 2.41919
C: -2.00285 -1.42448 1.24891
C: 6.03136 -3.46122 2.68297
C: -3.98988 -2.82371 1.56677
C: -2.46751 -1.22049 -6.95149
C: -1.27715 3.65915 4.48765
C: -0.05679 6.06154 4.56007
C: -0.69773 7.50668 4.47956
C: -2.69849 -2.60906 1.80449
C: -3.75096 -4.11509 -1.83339
C: -1.01373 5.03831 3.83536
C: -0.87467 2.44192 -3.88819
C: 1.38167 6.09412 3.98639
C: -3.28774 -3.82673 -3.04582
C: 2.84663 1.28387 2.01861
C: 3.80290 0.20112 1.66324
C: 1.55144 1.32116 1.29874
C: -4.09185 -0.68752 0.19338
C: 0.38931 0.33164 -3.23596
C: 0.05070 5.74661 5.99361
C: 2.20488 -0.65739 0.01529
C: 7.43614 -3.87965 2.44677
C: -3.37555 -5.37538 -1.14209
C: -2.01055 -6.02110 -3.07638
C: 7.72678 -5.10365 2.01547
C: -1.10335 -1.48047 -7.47323
H: -4.42367 -3.45891 -1.29706
H: 1.84396 4.04684 3.39510
H: -2.09260 -3.28964 2.38911
H: 0.22292 -2.89438 -8.33048
H: 0.81369 8.81657 4.03105
H: -4.51236 -3.69570 1.93668
H: 0.65879 -0.37033 -2.45410
H: -2.21785 -7.22201 -1.34082
H: -1.72246 7.42579 4.11672
H: 0.87238 2.12073 1.57087
H: -0.73448 2.98692 -5.93283
H: -3.54680 -2.91461 -3.56883
H: 3.94793 -4.12625 2.59828
H: -2.68140 2.68848 5.77213
H: -3.80312 -4.36024 -7.51156
H: -1.34876 -6.68237 -3.62101
H: -0.41516 -0.64548 -7.42656
H: 0.31525 0.42713 -0.16581
H: -3.04689 4.38408 5.48014
H: -2.26239 0.37453 0.01955
H: 8.74175 -5.43444 1.83582
H: 4.49413 -6.42701 1.78715
H: -0.75631 7.90280 5.49969
H: 1.45099 -0.61587 -4.80557
H: -4.43488 -2.11781 -6.60515
H: 8.19523 -3.13406 2.64632
H: -0.60053 9.18972 3.34840
H: 4.18184 -1.49379 0.45137
H: 1.33204 6.39480 2.94110
H: -1.72009 3.92153 6.59419
H: 3.23043 4.98403 3.94358
H: 4.74217 0.18707 2.20147
H: -1.51702 3.25345 -3.57149
H: -2.00614 5.48976 3.75653
H: -1.70945 3.02975 3.70365
H: -4.69495 -0.01682 -0.40597
H: 2.07505 4.34692 5.10788
H: 1.91488 6.87503 4.53748

Atomic partial charges in e from the Mulliken method, atoms 1 to 8: -0.34 -0.53 -0.58 -0.58 -0.54 -0.45 -0.41 -0.51

=====

2.
A structure of composition C45H39InN5O3P2, computed with wB97M-V/def2-TZVPD.

Calculated values
HOMO-LUMO gap: 5.7 eV
total charge: +1
DFT total energy: -3110.357099 Ha

CARTESIAN COORDINATES (ANGSTROEM)
In: -0.00626 -1.45082 0.92696
P: -0.33459 1.39389 -1.79318
P: -0.50510 0.39304 2.89373
O: 2.35245 -4.91591 -5.75383
O: 2.09502 -1.27294 2.33592
O: 0.81424 -6.09147 -4.80727
N: 1.69909 -1.46959 -0.60051
N: 1.56293 -5.13590 -4.85929
N: 2.90884 -2.34321 4.13171
N: -1.86221 -0.46401 0.39204
N: -0.51240 -2.97666 -0.92895
C: 0.17800 2.83621 1.78767
C: 2.18307 -2.30282 3.00838
C: -2.10905 3.35379 -0.94641
C: 1.49283 -3.58121 2.58913
C: 1.42669 0.76544 -5.50372
C: -2.67668 -0.04255 1.42154
C: 0.48799 -3.15947 -1.80159
C: 1.53648 -4.18194 -3.74570
C: 0.37830 -4.03127 -2.90445
C: -0.93283 4.91889 2.21868
C: 0.00049 0.31232 4.63863
C: -1.90682 -4.38337 -2.23341
C: 0.65147 1.48288 -3.33739
C: 0.95228 0.12648 7.24994
C: 2.40226 1.74926 -5.49414
C: 0.65857 1.39200 5.22677
C: -1.82940 4.26592 3.05517
C: 0.31990 -0.95928 6.66178
C: 0.55005 0.63283 -4.43224
C: -3.26556 4.91912 -2.35630
C: 0.04523 -3.31166 2.18261
C: -1.66688 -3.57617 -1.12029
C: 3.88982 -0.80016 -1.26139
C: -1.41098 2.86143 -2.04717
C: -3.73722 0.66797 0.91742
C: 2.67061 -3.47352 -3.52920
C: -3.03402 4.37554 -1.10258
C: -2.24025 -0.25488 2.83147
C: 1.65450 2.46010 -3.33042
C: 2.76518 -2.53733 -2.46591
C: -1.68180 0.11552 -2.10057
C: 0.07344 4.20505 1.58873
C: 2.51360 2.60484 -4.40526
C: -1.64780 3.41313 -3.30566
C: -1.72241 2.90130 3.26372
C: -0.88433 -4.62410 -3.11902
C: 2.75525 -0.68951 -0.45750
C: 3.90429 -1.73742 -2.26083
C: -0.72085 2.17685 2.62042
C: 1.67782 -2.37621 -1.59596
C: -2.56894 4.43752 -3.45595
C: -2.41772 0.02491 -0.79103
C: -3.58224 0.69754 -0.47840
C: -0.14974 -0.87009 5.36116
C: 1.12330 1.29994 6.52966
H: 3.26623 3.38287 -4.40301
H: -3.58245 4.73904 -0.24296
H: -0.21584 -0.13445 -4.46024
H: -1.04408 -5.26052 -3.97349
H: -3.99422 5.70933 -2.47953
H: -2.75563 4.85476 -4.43696
H: 2.04892 -3.96709 1.72888
H: -2.43226 -3.37671 -0.37855
H: -2.61234 4.82343 3.55197
H: -1.11982 3.03863 -4.17376
H: 1.62041 2.14856 6.98035
H: 1.73665 3.11461 -2.46805
H: 4.76492 -1.86979 -2.90283
H: 0.79767 2.30895 4.67015
H: 1.31492 0.05972 8.26681
H: 0.76998 4.71362 0.93536
H: 3.39486 -1.51674 4.44120
H: -1.24590 -0.83740 -2.39874
H: -1.94015 2.92648 0.03196
H: 4.73239 -0.14613 -1.09605
H: -1.02122 5.98519 2.05994
H: 3.51674 -3.61488 -4.18758
H: -2.34955 0.48213 -2.87804
H: -0.64569 -1.72161 4.90917
H: -4.24215 1.18357 -1.17870
H: -4.54004 1.11388 1.48272
H: 0.95495 2.26554 1.29395
H: 1.33686 0.10665 -6.35907
H: 2.69594 0.03966 0.33955
H: 1.55973 -4.32212 3.38988
H: -2.21637 -1.32141 3.07873
H: -2.88597 -4.80957 -2.39533
H: 2.96634 -3.17046 4.69738
H: -0.56748 -3.18848 3.07742
H: -0.34759 -4.15213 1.61350
H: -2.41152 2.40818 3.93726
H: 0.19323 -1.87926 7.21736
H: 3.07585 1.85747 -6.33400
H: -2.89418 0.25624 3.53562

Atomic partial charges in e from the Mulliken method, atoms 1 to 8: 2.05 1.27 0.61 -0.58 -0.51 -0.58 0.41 1.00